Computed, not measured: a 15-piece molecular cluster, C15H20BCl42OP overall at a distorted geometry, with wB97M-V/def2-TZVPD.

Calculated values
- electronic energy (eV) = -553831.3586
- energy above the lowest of the compared OMol25 structures with the same formula, charge and spin (kJ/mol) = 31.7
- LUMO level (eV) = -0.107
- spin multiplicity = 1
- HOMO energy (eV) = -8.0
- net charge = 0
- orbital gap (eV) = 7.898

Cartesian coordinates (Å):
B: -0.82 2.62 0.99
P: -1.87 1.06 1.32
C: -3.54 1.48 0.58
O: -1.13 -0.17 0.39
H: -1.19 3.59 1.58
H: 0.10 2.61 0.25
H: -3.53 1.30 -0.51
H: -4.36 0.95 1.08
H: -3.74 2.57 0.70
H: -0.19 -0.16 0.59
C: -2.35 -3.10 -1.63
Cl: -3.83 -4.05 -1.41
Cl: -1.09 -4.07 -2.40
Cl: -2.69 -1.65 -2.57
H: -2.00 -2.79 -0.65
C: -1.96 -1.74 4.94
Cl: -1.76 -1.30 3.24
Cl: -1.33 -0.46 5.99
Cl: -3.65 -2.08 5.33
H: -1.38 -2.64 5.12
C: 1.02 4.99 -2.04
Cl: 1.71 6.60 -2.32
Cl: 2.18 3.95 -1.20
Cl: -0.49 5.12 -1.14
H: 0.80 4.54 -3.00
C: 1.06 4.16 -6.70
Cl: 0.27 2.66 -6.19
Cl: 1.23 5.27 -5.32
Cl: 2.63 3.83 -7.43
H: 0.43 4.64 -7.44
C: 5.67 1.97 -9.00
Cl: 7.18 1.54 -9.81
Cl: 5.36 3.70 -9.15
Cl: 4.33 1.03 -9.65
H: 5.78 1.73 -7.95
C: -2.52 2.81 8.72
Cl: -0.95 2.52 7.96
Cl: -2.92 4.53 8.66
Cl: -3.80 1.85 7.97
H: -2.44 2.52 9.76
C: -6.37 1.28 4.86
Cl: -5.64 0.25 6.09
Cl: -5.14 2.30 4.10
Cl: -7.20 0.30 3.65
H: -7.09 1.93 5.34
C: 1.09 4.64 10.87
Cl: -0.31 3.56 10.95
Cl: 2.42 3.87 10.00
Cl: 0.65 6.17 10.10
H: 1.42 4.85 11.88
C: 0.59 -5.42 4.27
Cl: -0.26 -4.79 5.70
Cl: 1.47 -4.12 3.46
Cl: 1.68 -6.73 4.73
H: -0.15 -5.81 3.58
C: 2.49 -6.32 -3.01
Cl: 1.51 -7.76 -2.70
Cl: 1.66 -5.22 -4.12
Cl: 2.88 -5.50 -1.50
H: 3.42 -6.64 -3.48
C: -5.58 -3.50 -4.86
Cl: -5.43 -1.75 -5.07
Cl: -7.28 -3.98 -4.81
Cl: -4.72 -4.36 -6.13
H: -5.13 -3.76 -3.91
C: 8.62 -1.89 -8.98
Cl: 7.55 -3.26 -9.31
Cl: 9.27 -1.99 -7.34
Cl: 9.93 -1.83 -10.16
H: 8.04 -0.98 -9.07
C: 5.61 -7.01 5.52
Cl: 5.51 -5.61 6.59
Cl: 6.83 -6.76 4.27
Cl: 5.97 -8.48 6.45
H: 4.65 -7.14 5.04
C: -3.50 5.94 -4.24
Cl: -4.28 4.43 -3.74
Cl: -3.34 7.04 -2.86
Cl: -1.92 5.62 -4.96
H: -4.12 6.42 -4.98

Mulliken population analysis, charges in e, atoms 1 to 6: 0.238 0.430 -0.921 -0.443 -0.095 -0.193



Computed, not measured: C15H20Cl2N2SeSn as an isolated structure at a distorted geometry, with wB97M-V/def2-TZVPD.

Calculated values
- electronic energy (eV) = -115080.8571
- LUMO level (spin up / spin down) (eV) = -0.442 / -0.035
- spin multiplicity = 1
- HOMO energy (spin up / spin down) (eV) = -7.7 / -5.6
- net charge = 0
- orbital gap (spin up / spin down) (eV) = 7.231 / 5.551

Cartesian coordinates (Å):
Sn: 0.26 -0.20 -0.05
Cl: 0.42 -2.48 -0.93
Cl: 1.41 1.91 0.51
C: 2.65 -0.41 -1.88
H: 3.17 0.16 -1.10
H: 3.13 -1.31 -2.26
C: -1.64 0.55 -0.77
C: 1.52 0.06 -2.48
H: -2.53 0.51 -0.12
C: 0.88 -0.69 -3.62
H: 1.16 1.08 -2.30
C: -0.41 -0.01 -4.12
H: 1.61 -0.76 -4.45
H: 0.67 -1.74 -3.33
C: -1.62 -0.18 -3.19
H: -0.20 1.05 -4.31
H: -0.67 -0.46 -5.09
C: -1.82 0.98 -2.18
H: -2.51 -0.22 -3.82
H: -1.55 -1.14 -2.67
H: -1.04 1.76 -2.30
H: -2.79 1.46 -2.38
C: 1.98 0.15 3.80
N: 0.56 0.10 4.16
C: -0.36 -0.63 3.48
Se: -0.03 -1.82 2.11
N: -1.56 -0.43 4.11
C: -1.35 0.29 5.30
C: -2.19 0.54 6.36
C: -1.66 1.19 7.48
C: -0.31 1.53 7.52
C: 0.55 1.23 6.45
C: -0.01 0.62 5.33
H: 2.37 -0.88 3.70
H: 2.46 0.68 4.63
H: 2.11 0.69 2.85
H: -2.42 -0.86 3.79
H: -3.22 0.23 6.27
H: -2.29 1.44 8.32
H: 0.06 2.04 8.40
H: 1.61 1.46 6.46

Mulliken population analysis, charges in e, atoms 1 to 6: 0.833 -0.517 -0.513 -0.629 0.331 0.218



Computed, not measured: a 2-piece molecular cluster, C15H20ClF8N2O overall at a distorted geometry, with wB97M-V/def2-TZVPD.

Calculated values
- electronic energy (eV) = -55161.9876
- energy above the lowest of the compared OMol25 structures with the same formula, charge and spin (kJ/mol) = 0.0
- LUMO level (eV) = -4.523
- spin multiplicity = 1
- HOMO energy (eV) = -11.5
- net charge = +1
- orbital gap (eV) = 6.975

Cartesian coordinates (Å):
N: 5.42 -4.10 -1.72
C: 4.89 -2.74 -1.77
C: 3.83 -2.42 -0.71
C: 3.46 -0.94 -0.70
C: 1.99 -0.58 -0.45
C: 1.11 -1.03 -1.64
C: -0.33 -1.34 -1.35
C: -1.36 -0.60 -1.94
C: -2.69 -0.94 -1.77
C: -3.02 -2.02 -0.96
C: -2.00 -2.74 -0.37
N: -0.71 -2.39 -0.59
Cl: 0.46 -3.37 0.16
H: 4.66 -4.77 -1.73
H: 5.92 -4.24 -0.85
H: 5.71 -2.03 -1.69
H: 4.41 -2.63 -2.74
H: 4.20 -2.75 0.26
H: 2.97 -3.05 -0.94
H: 3.73 -0.50 -1.66
H: 4.07 -0.44 0.05
H: 1.63 -0.95 0.50
H: 1.97 0.51 -0.42
H: 1.08 -0.22 -2.36
H: 1.57 -1.87 -2.16
H: -1.12 0.24 -2.57
H: -3.48 -0.39 -2.26
H: -4.04 -2.34 -0.79
H: -2.19 -3.60 0.25
C: -3.24 3.31 0.74
C: -3.86 3.63 2.11
C: -3.14 4.67 2.99
F: -1.89 4.26 3.29
F: -3.83 4.80 4.14
F: -4.05 2.49 2.80
F: -5.08 4.17 1.84
O: -2.43 2.14 0.65
C: -1.09 2.17 0.92
C: -0.73 1.31 2.14
F: -1.40 1.72 3.22
F: 0.60 1.43 2.37
F: -0.61 3.41 1.02
F: -0.47 1.58 -0.15
H: -4.09 3.08 0.10
H: -2.75 4.18 0.30
H: -3.10 5.63 2.48
H: -0.97 0.26 1.94

Mulliken population analysis, charges in e, atoms 1 to 6: -0.634 -0.835 -0.157 -1.237 -0.256 -1.182



Computed, not measured: one molecule with the formula C15H20ClNO3, with wB97M-V/def2-TZVPD.

Calculated values
- electronic energy (eV) = -36034.9131
- energy above the lowest of the compared OMol25 structures with the same formula, charge and spin (kJ/mol) = 60.1
- LUMO level (eV) = 0.760
- spin multiplicity = 1
- HOMO energy (eV) = -8.3
- SMILES = O=C(CCCOc1ccc(Cl)cc1)NC[C@@H]1CCCO1
- net charge = 0
- orbital gap (eV) = 9.085

Cartesian coordinates (Å):
O: -1.25 0.71 -2.32
C: -0.18 1.02 -1.83
N: 0.84 1.51 -2.57
H: 1.67 1.87 -2.13
C: 0.69 1.87 -3.96
H: 1.43 1.34 -4.56
H: -0.32 1.57 -4.27
C: 0.87 3.38 -4.14
H: 0.11 3.90 -3.55
C: 0.84 3.81 -5.62
H: 0.26 3.11 -6.22
H: 0.41 4.80 -5.71
C: 2.32 3.83 -5.98
H: 2.55 4.50 -6.81
C: 2.95 4.29 -4.67
H: 3.98 3.94 -4.53
O: 2.15 3.75 -3.63
H: 2.94 5.39 -4.60
H: 2.67 2.83 -6.24
C: 0.16 0.81 -0.37
C: 0.44 -0.68 -0.12
C: -0.86 -1.49 -0.13
H: -0.66 -2.56 -0.25
H: -1.48 -1.16 -0.97
O: -1.66 -1.26 1.01
C: -1.32 -1.82 2.20
C: -2.12 -1.47 3.28
C: -1.90 -1.99 4.54
C: -0.85 -2.89 4.73
C: -0.05 -3.25 3.66
C: -0.28 -2.72 2.40
H: 0.37 -3.03 1.60
H: 0.76 -3.95 3.82
Cl: -0.56 -3.55 6.30
H: -2.52 -1.71 5.37
H: -2.93 -0.77 3.11
H: 0.92 -0.79 0.86
H: 1.11 -1.07 -0.88
H: 1.02 1.41 -0.08
H: -0.70 1.10 0.24

Mulliken population analysis, charges in e, atoms 1 to 6: -0.686 0.616 -0.137 0.277 -1.130 0.281



Computed, not measured: a 6-piece molecular cluster, C15H20ClO19 overall at a distorted geometry, with wB97M-V/def2-TZVPD.

Calculated values
- electronic energy (eV) = -67290.8285
- energy above the lowest of the compared OMol25 structures with the same formula, charge and spin (kJ/mol) = 882.3
- LUMO level (eV) = 2.068
- spin multiplicity = 1
- HOMO energy (eV) = -7.9
- net charge = -1
- orbital gap (eV) = 9.956

Cartesian coordinates (Å):
Cl: 0.26 -0.13 0.66
O: 1.54 -0.65 1.01
O: 0.21 0.47 -0.59
O: -0.59 -1.28 0.52
O: -0.29 0.72 1.68
C: 1.51 2.25 0.71
C: 2.39 3.45 1.04
O: 2.09 4.37 0.07
C: 1.20 3.85 -0.83
O: 0.88 4.59 -1.75
O: 0.74 2.70 -0.42
H: 0.88 1.91 1.53
H: 2.10 1.45 0.27
H: 3.42 3.12 1.00
H: 2.19 3.80 2.06
C: 1.58 -3.05 0.55
C: 0.85 -2.81 1.88
O: 1.22 -3.82 2.76
C: 2.27 -4.50 2.26
O: 2.92 -5.32 2.93
O: 2.43 -4.10 0.96
H: 2.23 -2.22 0.28
H: 0.88 -3.28 -0.25
H: -0.24 -2.85 1.85
H: 1.11 -1.80 2.19
C: -2.23 0.72 -0.48
C: -1.77 1.87 -1.42
O: -2.95 2.52 -1.89
C: -3.98 1.75 -1.47
O: -5.14 1.97 -1.61
O: -3.54 0.56 -0.93
H: -2.14 1.02 0.56
H: -1.69 -0.21 -0.64
H: -1.21 1.42 -2.24
H: -1.04 2.46 -0.87
C: 2.25 1.15 -1.45
C: 3.31 0.11 -1.50
O: 3.35 -0.16 -2.91
C: 2.31 0.31 -3.56
O: 2.19 0.34 -4.78
O: 1.60 1.07 -2.68
H: 2.63 2.17 -1.39
H: 1.59 0.99 -0.60
H: 3.09 -0.87 -1.07
H: 4.31 0.48 -1.26
C: -3.27 -1.47 0.03
C: -2.97 -0.91 1.44
O: -3.93 -1.61 2.26
C: -4.22 -2.75 1.62
O: -4.93 -3.69 2.07
O: -3.86 -2.68 0.27
H: -2.33 -1.67 -0.47
H: -4.02 -0.96 -0.57
H: -3.23 0.15 1.41
H: -1.93 -0.94 1.77

Mulliken population analysis, charges in e, atoms 1 to 6: 2.330 -0.910 -0.802 -0.608 -0.838 -0.330



Computed, not measured: C15H20FeNO4 as an isolated structure at a distorted geometry, with wB97M-V/def2-TZVPD.

Calculated values
- electronic energy (eV) = -59932.1352
- energy above the lowest of the compared OMol25 structures with the same formula, charge and spin (kJ/mol) = 159.4
- LUMO level (spin up / spin down) (eV) = -2.576 / -5.202
- spin multiplicity = 5
- HOMO energy (spin up / spin down) (eV) = -9.2 / -11.2
- net charge = +1
- orbital gap (spin up / spin down) (eV) = 6.587 / 5.963

Cartesian coordinates (Å):
C: 1.94 -0.32 3.31
N: 0.80 -0.47 2.35
C: -0.09 -1.71 2.76
C: -1.55 -1.33 2.65
C: -1.66 0.21 2.69
C: -0.24 0.75 2.83
H: 2.50 0.62 3.18
H: 1.49 -0.30 4.32
H: 2.63 -1.16 3.26
H: 0.13 -2.54 2.09
H: 0.24 -2.00 3.75
H: -2.01 -1.76 1.75
H: -2.06 -1.78 3.49
H: -2.13 0.65 1.81
H: -2.26 0.49 3.55
H: -0.03 0.85 3.90
H: 0.01 1.70 2.35
C: -1.11 -1.55 -3.87
O: 0.13 -0.90 -3.39
C: 0.38 -0.75 -2.04
C: -0.62 -0.39 -1.16
C: -0.27 -0.13 0.23
C: 0.91 -0.75 0.90
C: 2.06 -0.62 -0.17
C: 1.72 -0.78 -1.52
Fe: -0.06 2.18 -3.53
C: -0.32 3.14 -2.06
O: -0.37 3.71 -1.05
C: -1.19 2.92 -4.61
O: -1.75 3.70 -5.28
C: 1.32 3.08 -4.10
O: 2.16 3.71 -4.58
H: -1.72 -0.80 -4.39
H: -0.82 -2.32 -4.60
H: -1.67 -2.00 -3.06
H: -1.62 -0.12 -1.50
H: -0.24 0.98 0.38
H: -1.17 -0.51 0.73
H: 0.98 -1.84 0.78
H: 3.07 -0.92 0.11
H: 2.50 -0.93 -2.28

Mulliken population analysis, charges in e, atoms 1 to 6: -0.987 0.147 -0.302 -0.726 -0.507 -0.608



Computed, not measured: C15H20HfINO4S2 as an isolated structure at a distorted geometry, with wB97M-V/def2-TZVPD.

Calculated values
- electronic energy (eV) = -56578.4075
- LUMO level (eV) = -17.975
- spin multiplicity = 1
- HOMO energy (eV) = -19.2
- net charge = +4
- orbital gap (eV) = 1.188

Cartesian coordinates (Å):
C: -5.11 -1.31 -4.24
C: -4.45 0.12 -4.60
I: -6.10 1.58 -4.53
C: -3.33 0.61 -3.54
C: -1.99 -0.26 -3.53
C: -0.96 0.08 -2.59
C: -1.10 1.35 -1.65
C: 0.33 1.74 -0.96
C: 0.14 1.38 0.63
S: 1.71 1.91 1.50
C: 2.47 0.40 2.35
S: 2.56 -1.10 1.56
N: 3.01 0.65 3.70
C: 2.00 0.45 4.78
C: 2.06 -0.99 5.52
O: 3.39 -1.47 5.80
C: 4.16 -1.54 4.58
C: 4.30 -0.05 3.96
C: 0.17 -1.04 -2.75
O: 0.97 -1.47 -1.88
O: -0.10 -1.51 -4.07
C: -1.53 -1.52 -4.38
O: -2.11 -2.24 -5.20
H: -5.11 -1.94 -5.20
H: -4.46 -1.77 -3.40
H: -6.19 -1.14 -3.89
H: -4.01 0.19 -5.66
H: -3.05 1.71 -3.68
H: -3.79 0.50 -2.48
H: -1.92 1.19 -0.87
H: -1.42 2.26 -2.28
H: 0.51 2.88 -1.11
H: 1.20 1.15 -1.43
H: -0.76 2.00 0.97
H: -0.02 0.25 0.68
H: 2.16 1.29 5.56
H: 0.92 0.57 4.37
H: 1.42 -1.79 4.98
H: 1.55 -0.84 6.55
H: 5.23 -1.87 4.86
H: 3.72 -2.32 3.86
H: 4.96 -0.10 3.01
H: 4.90 0.57 4.73
Hf: 3.68 1.43 -0.05

Mulliken population analysis, charges in e, atoms 1 to 6: -0.985 -0.427 0.744 -0.740 0.039 0.520



Computed, not measured: one molecule with the formula C15H20N2O2, with wB97M-V/def2-TZVPD.

Calculated values
- electronic energy (eV) = -22953.6267
- energy above the lowest of the compared OMol25 structures with the same formula, charge and spin (kJ/mol) = 253.2
- LUMO level (eV) = 0.822
- spin multiplicity = 1
- HOMO energy (eV) = -7.9
- SMILES = C=CCN(CC=C)C(=O)Nc1ccc(OCC)cc1
- net charge = 0
- orbital gap (eV) = 8.758

Cartesian coordinates (Å):
C: 5.37 0.39 -0.21
C: 4.57 -0.15 0.69
C: 3.45 0.61 1.35
N: 2.19 0.52 0.62
C: 1.95 1.50 -0.31
O: 2.74 2.40 -0.55
N: 0.75 1.43 -1.00
C: -0.53 1.18 -0.50
C: -1.58 0.98 -1.40
C: -2.86 0.73 -0.96
C: -3.14 0.67 0.41
C: -2.09 0.89 1.31
C: -0.81 1.15 0.87
H: -0.02 1.34 1.58
H: -2.31 0.87 2.36
O: -4.36 0.44 0.97
C: -5.45 0.10 0.15
C: -5.40 -1.34 -0.34
H: -5.34 -2.02 0.51
H: -6.29 -1.57 -0.92
H: -4.52 -1.51 -0.96
H: -5.54 0.80 -0.69
H: -6.33 0.24 0.80
H: -3.64 0.59 -1.69
H: -1.38 1.03 -2.46
H: 0.77 2.03 -1.82
C: 1.63 -0.81 0.50
C: 2.26 -1.61 -0.61
C: 2.61 -2.88 -0.51
H: 3.04 -3.42 -1.34
H: 2.48 -3.43 0.40
H: 2.40 -1.06 -1.53
H: 1.78 -1.32 1.46
H: 0.56 -0.74 0.32
H: 3.27 0.24 2.36
H: 3.71 1.67 1.39
H: 4.67 -1.19 0.97
H: 6.14 -0.17 -0.70
H: 5.26 1.42 -0.50

Mulliken population analysis, charges in e, atoms 1 to 6: -0.764 -0.009 -1.067 0.161 0.331 -0.683



Computed, not measured: one molecule with the formula C15H20N2O2 at a distorted geometry, with wB97M-V/def2-TZVPD.

Calculated values
- electronic energy (eV) = -22951.4661
- energy above the lowest of the compared OMol25 structures with the same formula, charge and spin (kJ/mol) = 461.7
- LUMO level (eV) = 0.764
- spin multiplicity = 1
- HOMO energy (eV) = -8.3
- SMILES = COC1(OC)CCCN2C[C@H](c3ccccc3)N=C21
- net charge = 0
- orbital gap (eV) = 9.047

Cartesian coordinates (Å):
N: 0.11 0.28 1.18
O: 2.55 1.65 -0.74
O: 3.23 0.32 0.98
C: 0.91 -0.09 0.20
C: -4.67 1.36 -0.05
C: -3.54 1.58 -0.76
C: -4.72 0.53 1.10
C: -2.34 1.02 -0.33
C: -3.52 0.09 1.65
C: -2.35 0.29 0.90
N: 0.16 -0.99 -0.60
C: 1.70 2.67 -0.16
C: 3.23 -0.73 1.92
C: 2.37 0.32 -0.11
C: -1.08 -0.58 1.16
C: -0.95 -1.56 0.03
C: 0.77 -1.87 -1.57
C: 2.99 -0.65 -1.21
C: 1.93 -1.07 -2.26
H: -5.56 1.78 -0.33
H: -3.57 2.30 -1.53
H: -5.80 0.48 1.45
H: -1.40 1.21 -0.72
H: -3.54 -0.45 2.65
H: 1.63 2.57 0.96
H: 2.04 3.66 -0.42
H: 0.85 2.53 -0.70
H: 3.64 -1.60 1.46
H: 3.96 -0.45 2.66
H: 2.19 -0.84 2.43
H: -1.11 -1.07 2.13
H: -1.84 -1.58 -0.60
H: -0.81 -2.53 0.46
H: 0.05 -2.13 -2.30
H: 1.06 -2.68 -0.91
H: 3.91 -0.17 -1.56
H: 3.36 -1.59 -0.76
H: 1.66 -0.22 -2.88
H: 2.49 -1.78 -2.84

Mulliken population analysis, charges in e, atoms 1 to 6: -0.578 -0.554 -0.434 -0.622 -0.314 -0.838



Computed, not measured: one molecule with the formula C15H20N2O2S at a distorted geometry, with wB97M-V/def2-TZVPD.

Calculated values
- electronic energy (eV) = -33790.3075
- energy above the lowest of the compared OMol25 structures with the same formula, charge and spin (kJ/mol) = 138.9
- LUMO level (eV) = 0.279
- spin multiplicity = 1
- HOMO energy (eV) = -8.6
- SMILES = CCCCC(=O)Nc1sc2c(c1C#N)CC(C)(C)OC2
- net charge = 0
- orbital gap (eV) = 8.830

Cartesian coordinates (Å):
C: 0.68 6.28 -2.30
C: 1.72 5.17 -2.25
C: 1.09 3.84 -1.84
H: 0.31 3.57 -2.56
H: 0.62 3.95 -0.86
C: 2.13 2.71 -1.80
C: 1.48 1.40 -1.42
O: 1.14 0.55 -2.19
N: 1.28 1.29 -0.05
C: 0.64 0.22 0.54
C: 0.73 -1.11 0.23
C: 1.63 -1.66 -0.71
N: 2.37 -2.18 -1.40
C: -0.12 -1.92 1.04
C: -0.83 -1.20 1.94
S: -0.50 0.50 1.83
C: -1.79 -1.81 2.90
O: -1.68 -3.21 2.93
C: -1.56 -3.85 1.65
C: -1.51 -5.34 1.97
H: -1.30 -5.91 1.07
H: -2.46 -5.66 2.38
H: -0.73 -5.54 2.70
C: -2.76 -3.54 0.75
H: -2.75 -4.21 -0.11
H: -2.72 -2.51 0.38
H: -3.68 -3.69 1.30
C: -0.25 -3.41 0.97
H: -0.23 -3.74 -0.07
H: 0.60 -3.86 1.48
H: -1.59 -1.48 3.93
H: -2.82 -1.50 2.65
H: 1.42 2.11 0.52
H: 2.93 2.96 -1.09
H: 2.57 2.59 -2.79
H: 2.19 5.06 -3.23
H: 2.50 5.43 -1.53
H: -0.10 6.05 -3.02
H: 1.14 7.22 -2.59
H: 0.21 6.42 -1.33

Mulliken population analysis, charges in e, atoms 1 to 6: -1.286 -0.299 -0.481 0.303 0.305 -1.062